{"formula": "C45H116N9O13", "method": "ωB97M-V/def2-TZVPD", "elements": ["C", "C", "C", "O", "C", "C", "C", "O", "O", "O", "H", "H", "C", "C", "C", "O", "C", "N", "H", "H", "H", "H", "H", "H", "H", "H", "H", "H", "H", "H", "C", "C", "C", "O", "C", "N", "H", "H", "H", "H", "H", "H", "H", "H", "H", "H", "H", "H", "C", "C", "C", "O", "C", "N", "H", "H", "H", "H", "H", "H", "H", "H", "H", "H", "H", "H", "C", "C", "C", "O", "C", "N", "H", "H", "H", "H", "H", "H", "H", "H", "H", "H", "H", "H", "C", "C", "C", "O", "C", "N", "H", "H", "H", "H", "H", "H", "H", "H", "H", "H", "H", "H", "C", "C", "C", "O", "C", "N", "H", "H", "H", "H", "H", "H", "H", "H", "H", "H", "H", "H", "C", "N", "C", "C", "C", "C", "O", "H", "H", "H", "H", "H", "H", "H", "H", "H", "H", "H", "H", "H", "H", "C", "N", "C", "C", "C", "C", "O", "H", "H", "H", "H", "H", "H", "H", "H", "H", "H", "H", "H", "H", "H", "C", "N", "C", "C", "C", "C", "O", "H", "H", "H", "H", "H", "H", "H", "H", "H", "H", "H", "H", "H", "H"], "positions_angstrom": [[1.271, 0.257, 1.621], [-0.003, -0.198, 1.917], [-1.028, -0.327, 0.829], [-2.281, -0.547, 1.065], [-0.717, -0.135, -0.473], [0.649, 0.226, -0.938], [1.665, 0.549, 0.209], [2.668, 1.182, -0.197], [0.956, 0.310, -2.111], [-0.174, -0.752, 3.070], [2.028, 0.281, 2.391], [-1.456, -0.242, -1.254], [-0.094, -3.559, -4.752], [0.400, -3.285, -6.227], [-0.149, -4.181, -7.407], [0.021, -3.603, -8.681], [1.277, -3.363, -9.148], [-0.104, -1.876, -6.496], [0.211, -1.662, -7.432], [-1.088, -1.648, -6.506], [0.318, -1.289, -5.791], [0.545, -2.970, -4.095], [0.185, -4.547, -4.384], [-1.145, -3.363, -4.540], [1.479, -3.177, -6.328], [-1.216, -4.401, -7.437], [0.343, -5.153, -7.386], [2.006, -4.161, -9.285], [1.796, -2.669, -8.487], [1.110, -2.921, -10.130], [-5.326, -0.180, 5.797], [-5.329, -1.588, 6.551], [-6.067, -2.679, 5.742], [-6.262, -4.021, 6.228], [-7.010, -4.954, 5.403], [-3.842, -2.006, 6.829], [-3.255, -2.290, 6.057], [-3.523, -1.300, 7.477], [-3.882, -2.940, 7.209], [-4.822, 0.472, 6.510], [-6.357, 0.144, 5.652], [-4.807, -0.226, 4.839], [-5.685, -1.496, 7.577], [-5.569, -2.722, 4.774], [-7.073, -2.279, 5.617], [-6.264, -5.527, 4.852], [-7.720, -4.477, 4.728], [-7.708, -5.570, 5.970], [4.822, 1.775, 6.455], [4.842, 0.390, 7.026], [5.701, 0.341, 8.383], [5.440, -0.937, 8.919], [5.842, -1.321, 10.237], [3.381, -0.036, 7.186], [2.814, -0.213, 6.369], [3.265, -0.888, 7.716], [2.826, 0.646, 7.684], [4.307, 2.466, 7.122], [4.335, 1.840, 5.482], [5.774, 2.278, 6.284], [5.154, -0.350, 6.288], [5.628, 1.230, 9.010], [6.756, 0.442, 8.130], [5.810, -0.552, 11.009], [6.795, -1.839, 10.137], [5.049, -2.048, 10.416], [-5.259, 5.219, 3.954], [-5.108, 5.314, 2.368], [-3.711, 5.952, 1.913], [-2.623, 5.135, 2.333], [-1.440, 5.805, 2.083], [-5.086, 3.898, 1.826], [-5.427, 3.865, 0.876], [-4.325, 3.241, 1.737], [-5.750, 3.417, 2.417], [-5.069, 6.198, 4.394], [-4.598, 4.471, 4.390], [-6.172, 4.903, 4.458], [-5.971, 5.821, 1.935], [-3.853, 6.789, 2.597], [-3.654, 6.128, 0.839], [-1.193, 6.726, 2.609], [-1.307, 5.974, 1.014], [-0.604, 5.168, 2.371], [7.631, -1.080, 2.267], [8.495, 0.007, 1.606], [9.020, 1.025, 2.590], [9.897, 1.846, 1.876], [10.635, 2.743, 2.710], [9.501, -0.730, 0.698], [9.919, -0.004, 0.134], [10.229, -1.093, 1.296], [9.162, -1.524, 0.174], [6.778, -0.617, 2.763], [8.049, -1.733, 3.033], [7.142, -1.795, 1.606], [7.946, 0.513, 0.812], [9.418, 0.453, 3.429], [8.129, 1.616, 2.799], [10.110, 3.363, 3.436], [11.065, 3.423, 1.974], [11.480, 2.258, 3.197], [6.661, 4.022, -3.192], [6.186, 3.451, -4.546], [7.244, 3.280, -5.638], [6.667, 3.731, -6.859], [6.214, 5.138, -7.009], [5.467, 2.062, -4.416], [4.996, 1.840, -5.281], [5.988, 1.302, -4.003], [4.751, 2.062, -3.703], [6.871, 5.047, -3.499], [7.618, 3.607, -2.873], [5.996, 3.918, -2.335], [5.369, 4.073, -4.911], [7.763, 2.322, -5.680], [8.059, 3.962, -5.395], [6.921, 5.897, -6.675], [5.324, 5.445, -6.459], [6.045, 5.357, -8.063], [-6.604, -0.913, -2.254], [-7.650, -1.928, -1.777], [-7.207, -2.630, -0.468], [-8.926, -1.129, -1.278], [-7.912, -2.841, -2.960], [-6.998, -4.089, -3.225], [-5.601, -3.702, -3.195], [-6.454, -0.127, -1.515], [-6.970, -0.567, -3.221], [-5.645, -1.407, -2.409], [-6.367, -3.260, -0.758], [-8.005, -3.108, 0.101], [-6.755, -1.949, 0.253], [-9.336, -0.456, -2.031], [-8.411, -0.516, -0.539], [-9.673, -1.810, -0.870], [-7.790, -2.403, -3.951], [-8.932, -3.204, -2.827], [-7.314, -4.613, -4.127], [-7.257, -4.844, -2.483], [-5.099, -4.502, -3.368], [-2.183, 4.756, -4.208], [-1.019, 5.621, -4.786], [-1.378, 7.123, -4.665], [0.292, 5.266, -3.996], [-0.916, 5.183, -6.218], [-1.945, 5.732, -7.246], [-2.019, 7.193, -7.397], [-2.936, 5.150, -4.891], [-2.279, 5.105, -3.179], [-1.998, 3.683, -4.160], [-2.345, 7.419, -5.071], [-0.693, 7.671, -5.313], [-1.141, 7.350, -3.625], [-0.020, 5.416, -2.962], [1.072, 5.970, -4.286], [0.684, 4.285, -4.262], [-0.794, 4.100, -6.194], [0.020, 5.681, -6.468], [-2.938, 5.282, -7.248], [-1.610, 5.313, -8.195], [-2.495, 7.309, -8.223], [-1.126, -8.458, 1.539], [-1.622, -7.006, 1.586], [-1.933, -6.513, 0.139], [-2.938, -7.249, 2.372], [-0.709, -6.044, 2.350], [0.638, -5.516, 1.689], [1.132, -6.357, 0.722], [-0.910, -8.841, 2.536], [-0.337, -8.503, 0.788], [-1.920, -9.089, 1.140], [-2.421, -5.542, 0.222], [-2.684, -7.177, -0.290], [-1.000, -6.555, -0.424], [-3.291, -6.222, 2.469], [-2.780, -7.648, 3.374], [-3.668, -7.806, 1.784], [-0.465, -6.585, 3.265], [-1.345, -5.202, 2.622], [1.345, -5.502, 2.519], [0.544, -4.470, 1.398], [1.928, -5.899, 0.442]], "forces_ev_per_angstrom": [[1.00, 0.94, -3.53], [1.33, -2.57, 2.60], [-3.95, 0.20, 0.47], [1.24, -0.09, 1.13], [3.88, 0.88, -2.62], [-2.85, -1.10, 2.57], [-0.01, 1.37, 0.79], [-0.26, -1.01, 0.94], [0.71, 0.25, -1.51], [-1.01, 1.00, -1.19], [0.02, 0.13, 0.05], [-0.26, -0.09, 0.05], [1.74, -0.47, -0.55], [-2.55, -0.68, 0.31], [0.40, -0.32, -0.17], [-1.76, -0.28, 1.09], [1.78, 0.97, -1.01], [0.79, 0.11, -0.36], [0.33, 0.53, -0.57], [-0.70, -0.76, 0.24], [0.28, 0.60, 0.07], [-0.29, 0.60, 0.07], [-0.37, -0.34, -0.54], [0.07, 0.00, -0.40], [-0.06, -0.23, 0.31], [-0.12, 0.26, 0.92], [0.27, -0.08, 0.33], [-0.54, -0.80, 0.18], [0.35, 0.61, -0.03], [0.39, 0.19, 0.08], [0.04, -1.83, 1.32], [0.34, -0.43, -0.88], [-1.05, -0.69, -0.49], [0.69, 0.90, 0.98], [0.13, 0.83, -0.26], [-1.88, -0.90, -0.37], [0.51, 1.49, -1.04], [1.08, -0.19, 0.08], [-0.41, -0.29, 1.55], [-0.06, 0.45, -0.38], [0.10, -0.01, 0.13], [0.08, -0.07, 0.11], [-0.36, 0.08, -0.15], [0.02, 0.06, -0.40], [-0.03, 0.40, -0.33], [-0.35, -0.26, -0.07], [0.37, 0.57, -0.33], [0.76, -0.11, 0.67], [-0.27, 1.17, -0.57], [0.81, 0.25, 0.48], [-0.23, -1.18, -1.31], [-0.78, 1.42, -0.63], [-0.51, -0.92, -0.48], [-0.47, 0.04, 1.19], [0.46, 0.18, -1.16], [0.65, -0.58, 0.68], [0.03, 0.65, 0.53], [-0.20, -0.04, 0.13], [-0.24, -0.21, -0.02], [0.38, -0.62, 0.29], [0.69, 0.03, 0.32], [-1.21, -0.10, 0.48], [0.24, -0.28, -0.77], [0.16, 0.21, -0.31], [0.10, 0.24, 0.49], [0.42, -0.19, 0.79], [0.58, -0.05, -0.51], [2.33, -0.65, 1.22], [-1.99, -0.86, 2.26], [-2.03, 0.28, 0.19], [2.60, -0.18, -0.49], [-1.99, -0.86, -0.41], [-0.67, 0.29, -0.41], [1.69, 0.63, 0.91], [-0.57, -0.56, -0.07], [0.31, -0.06, -0.11], [0.84, 0.35, -0.32], [-0.89, 0.17, -1.13], [0.21, -0.08, -0.22], [1.11, 1.12, -0.83], [-0.19, 0.46, 0.07], [-1.00, 0.30, 0.24], [-0.10, 0.22, -0.23], [-0.22, -0.41, -0.02], [-1.04, 0.01, 0.31], [-1.76, -1.98, -1.16], [0.02, -0.51, -1.54], [0.07, -0.32, 0.85], [1.39, 0.82, -0.97], [0.96, 1.07, 1.89], [0.47, 0.03, -0.61], [0.72, -0.27, 0.18], [-0.59, 0.03, -0.34], [0.05, 0.32, 0.03], [0.85, 0.42, 0.03], [0.23, 0.26, -0.64], [-0.52, 0.22, 0.42], [0.36, 0.58, 0.45], [-0.14, -0.16, 0.87], [-0.70, -0.43, -0.10], [0.12, 0.17, 0.25], [-0.18, -0.30, 0.13], [0.55, -0.63, -1.03], [-0.21, -1.38, 1.14], [-0.24, 3.06, 0.00], [-0.62, 0.17, -0.66], [0.89, -0.23, 0.37], [-0.42, 0.76, 1.24], [0.29, -0.47, -0.52], [1.15, -0.42, -0.84], [-0.96, 0.81, 0.31], [-0.13, 0.26, 0.71], [0.09, -0.15, -0.19], [-0.38, 0.34, -0.35], [0.20, -0.04, -0.09], [-0.69, -0.33, -0.52], [0.19, 0.23, 0.24], [0.77, -0.45, 0.06], [-0.48, -0.79, 0.13], [0.05, -0.65, 0.05], [-0.16, -0.60, 0.26], [-0.27, 0.82, 0.83], [1.19, 0.01, -0.92], [1.71, -0.01, -0.68], [0.14, -1.89, -0.72], [-0.22, 0.18, 1.88], [-1.31, -0.24, -0.07], [-0.34, -0.03, -0.10], [0.07, 0.37, 0.30], [-0.23, -0.27, 0.06], [-0.40, -0.48, 0.11], [-0.16, -0.30, -0.82], [-0.19, 0.72, -0.49], [0.10, -0.41, -0.27], [-0.78, 0.03, 0.35], [0.24, 0.05, -0.10], [-0.54, 1.40, 0.58], [0.04, -0.04, -0.26], [0.08, 0.73, -0.55], [0.58, -0.07, 0.56], [0.18, -0.08, -0.08], [1.04, 2.34, 0.08], [-0.73, -1.67, 0.74], [1.53, -0.72, 0.04], [-1.23, 1.30, -1.03], [0.78, 2.19, -0.36], [-0.11, 0.15, -0.91], [0.47, -2.14, 0.99], [-0.83, -0.95, 0.64], [-0.54, 0.04, -0.11], [0.22, 0.20, -0.66], [-0.22, -0.69, 0.52], [0.30, -0.16, 0.14], [-0.58, 0.35, -0.10], [0.54, -0.38, 0.01], [-0.23, 0.28, 0.11], [-0.69, -0.18, 0.25], [-0.23, 0.14, -0.43], [0.26, -0.43, -0.66], [-0.32, 0.16, 0.99], [0.63, 0.01, -0.09], [-0.08, 0.38, -0.25], [0.40, 0.36, -1.28], [-0.89, -1.87, -0.33], [-0.26, -0.64, 1.52], [0.33, 2.60, -0.53], [0.23, -0.37, -0.30], [-1.38, 0.14, 2.06], [0.10, -0.34, -1.06], [0.44, 0.39, -0.15], [0.45, -0.13, 0.65], [-0.22, 0.28, 0.03], [0.53, 0.20, -0.02], [0.25, -0.26, 0.08], [-0.18, 0.31, 0.14], [-0.59, -0.09, 0.32], [0.34, -0.22, -0.35], [0.46, -0.18, 0.02], [-0.01, -0.01, -0.05], [0.13, 0.09, -0.10], [-0.06, 0.11, 0.37], [-0.39, -0.01, -0.46], [0.36, -0.48, -0.52]], "homo_energy_ev": -15.8272, "total_charge": 7, "molar_mass_g_mol": 991.47, "gap_ev": 4.490, "spin_multiplicity": 1}